13
Properties=species:S:1:pos:R:3 method="wB97M-V/def2-TZVPD" orbital_gap_ev=9.83 e_above_lowest_kj_mol=211.9 smiles="O=C1C=C[C@@]2(F)C[C@@H]12" homo_energy_ev=-9.9 multiplicity=1
O 1.464 0.035 -2.143
C 0.674 -0.165 -1.263
C -0.048 -1.365 -0.946
C -0.548 -1.109 0.233
C -0.548 0.169 0.912
F -1.772 0.606 1.552
C 0.688 0.755 1.390
C 0.240 0.799 -0.131
H 0.164 -2.251 -1.582
H -1.076 -1.943 0.665
H 1.592 0.267 1.657
H 0.515 1.789 1.802
H 0.290 1.899 -0.532



13
Properties=species:S:1:pos:R:3 method="wB97M-V/def2-TZVPD" orbital_gap_ev=10.07 e_above_lowest_kj_mol=163.5 smiles="C#CCC(=O)C(=C)F" homo_energy_ev=-10.0 multiplicity=1
C -2.651 -0.650 -0.721
C -1.907 -0.009 -0.037
C -0.977 0.783 0.788
C 0.413 0.835 0.145
O 0.888 1.860 -0.270
C 1.170 -0.461 0.081
C 2.337 -0.591 -0.504
F 0.547 -1.485 0.690
H -3.300 -1.228 -1.350
H -0.894 0.362 1.785
H -1.304 1.832 0.887
H 2.871 -1.549 -0.530
H 2.806 0.300 -0.963



20
Properties=species:S:1:pos:R:3 method="wB97M-V/def2-TZVPD" orbital_gap_ev="3.67 / 5.74" e_above_lowest_kj_mol=353.5 charge=+2 homo_energy_ev="-13.1 / -14.6" multiplicity=1
O 1.119 1.937 -1.342
C 0.257 1.218 -1.017
Ga -1.297 0.351 -0.522
O -3.114 1.594 -2.884
C -2.615 1.021 -2.015
C 3.411 0.448 1.108
O 3.671 -0.235 2.008
C -1.388 1.350 1.338
O -1.027 1.885 2.296
C 0.289 -1.258 -1.872
O 1.297 -1.704 -2.180
H 3.551 1.240 0.404
N -0.815 -3.494 1.176
C -1.308 -2.249 1.319
N -1.267 -1.711 2.552
O -1.799 -1.652 0.305
H -0.379 -4.001 1.932
H -0.838 -3.912 0.261
H -1.708 -0.823 2.755
H -0.967 -2.294 3.318



12
Properties=species:S:1:pos:R:3 method="wB97M-V/def2-TZVPD" orbital_gap_ev="7.44 / 7.44" e_above_lowest_kj_mol=720.4 homo_energy_ev="-7.6 / -7.6" multiplicity=1
C -1.532 -1.694 1.745
C -1.259 -0.574 1.123
C -0.502 0.270 0.345
N -0.009 1.544 0.258
C 0.147 0.641 -0.919
C 1.431 0.047 -1.221
C 2.502 -0.446 -1.465
H -2.590 -1.899 1.936
H -2.009 0.291 0.829
H 0.817 1.748 0.817
H -0.448 0.959 -1.773
H 3.452 -0.887 -1.676



13
Properties=species:S:1:pos:R:3 method="wB97M-V/def2-TZVPD" orbital_gap_ev=6.28 e_above_lowest_kj_mol=530.5 charge=+1 homo_energy_ev=-13.3 multiplicity=1
C 2.675 2.582 0.000
C 1.917 1.628 0.053
C 0.902 -1.830 -0.038
C 1.181 0.551 0.098
C 0.394 -0.498 -0.089
C -1.121 -0.292 0.000
N 2.176 -1.731 0.027
N 3.254 -1.522 -0.017
H 3.072 3.467 -0.387
H 0.228 -2.598 0.242
H -1.683 -1.091 0.405
H -1.426 0.127 -0.902
H -1.441 0.423 0.648



13
Properties=species:S:1:pos:R:3 method="wB97M-V/def2-TZVPD" orbital_gap_ev="8.33 / 8.33" e_above_lowest_kj_mol=515.8 smiles="[H]/N=c1/cc1C=[N+]1C=C1" charge=+1 homo_energy_ev="-12.6 / -12.6" multiplicity=1
H 1.079 3.413 -0.218
N 0.601 3.137 -1.063
C -0.083 2.143 -1.191
C -0.916 1.233 -1.858
C -0.650 0.816 -0.615
C -0.728 -0.016 0.499
N -0.123 -1.142 0.627
C 0.429 -2.182 1.434
C 0.850 -2.098 0.203
H -1.486 1.030 -2.736
H -1.304 0.340 1.350
H 0.352 -2.564 2.424
H 1.416 -2.354 -0.661



14
Properties=species:S:1:pos:R:3 method="wB97M-V/def2-TZVPD" orbital_gap_ev=7.98 e_above_lowest_kj_mol=292.7 homo_energy_ev=-9.4 multiplicity=1
C 2.454 -0.272 0.032
C 1.025 -0.086 -0.051
C 0.403 1.092 -0.069
C -1.007 0.746 -0.151
C -2.949 -0.204 0.102
C -0.919 -0.739 -0.058
H 2.859 -0.854 -0.847
H 2.669 -0.796 0.967
H 2.942 0.734 0.289
H 0.856 2.015 -0.045
H -4.013 -0.134 0.221
N -2.205 1.107 -0.135
N -2.322 -1.292 -0.025
N 0.208 -1.316 -0.231



14
Properties=species:S:1:pos:R:3 method="wB97M-V/def2-TZVPD" orbital_gap_ev=8.05 e_above_lowest_kj_mol=497.3 homo_energy_ev=-8.0 multiplicity=1
C 1.343 2.068 0.087
C -0.310 -1.353 -0.122
C -0.025 2.175 -0.231
C 0.643 0.907 -0.039
C 0.751 -0.504 -0.009
C -2.464 -0.222 -0.003
N -1.613 -1.043 -0.236
N -3.539 0.240 0.285
N 2.039 -1.014 0.217
H 2.291 2.496 0.309
H -0.129 -2.422 -0.142
H -3.910 1.136 0.038
H 2.785 -0.464 -0.182
H 2.139 -2.001 0.029



15
Properties=species:S:1:pos:R:3 method="wB97M-V/def2-TZVPD" orbital_gap_ev=8.95 e_above_lowest_kj_mol=307.8 smiles="C=Cc1nc(C#N)c(N)o1" homo_energy_ev=-8.6 multiplicity=1
C 3.393 -0.877 -0.068
C 2.618 0.228 0.050
C 1.155 0.122 -0.057
N 0.358 -0.940 0.031
C -0.881 -0.408 -0.016
C -2.030 -1.165 0.077
N -2.974 -1.780 -0.036
C -0.855 0.926 -0.008
N -1.796 1.876 -0.158
O 0.504 1.219 0.031
H 4.518 -0.636 0.095
H 2.929 -2.042 0.041
H 3.319 1.263 0.072
H -2.556 1.789 0.581
H -1.753 2.832 0.245



17
Properties=species:S:1:pos:R:3 method="wB97M-V/def2-TZVPD" orbital_gap_ev=8.76 e_above_lowest_kj_mol=0.0 homo_energy_ev=-9.5 multiplicity=1
C -2.494 -0.206 0.235
C -1.813 -1.437 -0.149
C -1.968 1.051 0.379
C -0.434 -1.431 -0.414
C -0.562 1.038 0.098
C 0.115 -0.125 -0.329
N 0.343 2.042 0.156
N 1.526 1.436 -0.040
N 1.398 0.116 -0.510
O 3.806 0.468 -0.343
O 2.866 -1.259 1.122
S 3.150 -0.830 -0.181
H -3.514 -0.203 0.499
H -2.411 -2.194 -0.426
H -2.615 1.874 0.685
H 0.149 -2.241 -0.749
H 2.458 1.902 -0.032



13
Properties=species:S:1:pos:R:3 method="wB97M-V/def2-TZVPD" orbital_gap_ev=6.86 e_above_lowest_kj_mol=879.8 homo_energy_ev=-7.7 multiplicity=1
C -0.906 0.869 -0.405
C -1.885 -0.119 0.110
C -1.154 -1.326 -0.002
C 0.384 0.391 -0.377
C 1.754 0.682 -0.016
C 3.181 0.319 0.098
H -1.737 2.417 0.991
H -2.933 -0.131 0.092
H -1.551 -2.471 0.284
H 1.065 -1.630 -0.146
H 4.402 -0.114 -0.040
N 0.257 -1.068 -0.391
O -0.877 2.183 -0.198



13
Properties=species:S:1:pos:R:3 method="wB97M-V/def2-TZVPD" orbital_gap_ev=7.86 e_above_lowest_kj_mol=259.8 smiles="C=CC1=NC=CC1=O" homo_energy_ev=-9.5 multiplicity=1
C 1.738 -0.433 1.737
C 0.745 0.366 1.439
C -0.231 0.188 0.285
N -1.231 1.045 0.101
C -1.755 0.818 -1.202
C -1.092 -0.064 -1.906
C 0.167 -0.487 -1.072
O 0.936 -1.391 -1.553
H 1.912 -1.522 1.353
H 2.286 -0.105 2.773
H 0.472 1.261 1.998
H -2.834 0.963 -1.198
H -1.112 -0.638 -2.755



13
Properties=species:S:1:pos:R:3 method="wB97M-V/def2-TZVPD" orbital_gap_ev=9.06 e_above_lowest_kj_mol=435.6 smiles="CC#CC#CC(N)=O" homo_energy_ev=-9.3 multiplicity=1
C 0.155 -0.097 -4.528
C 0.012 -0.094 -3.081
C -0.103 -0.092 -1.870
C -0.238 -0.039 -0.501
C -0.351 -0.025 0.710
C -0.503 -0.012 2.156
N 0.373 0.714 2.856
O -0.540 -1.145 2.749
H -0.623 -0.722 -4.987
H 0.063 0.924 -4.925
H 1.138 -0.496 -4.813
H 0.423 1.693 2.599
H 0.476 -0.281 3.646



13
Properties=species:S:1:pos:R:3 method="wB97M-V/def2-TZVPD" orbital_gap_ev=9.59 e_above_lowest_kj_mol=93.8 smiles=Cc1ccoc1C#N homo_energy_ev=-9.2 multiplicity=1
C 1.664 -0.220 -0.359
C 0.166 0.026 -0.245
C -0.768 -0.904 -0.835
C -2.068 -0.558 -0.351
O -1.956 0.549 0.404
C -0.595 0.864 0.509
C 0.077 1.673 1.492
N 0.745 2.093 2.422
H 2.235 -0.730 0.498
H 2.210 0.787 -0.322
H 1.929 -0.798 -1.326
H -0.501 -1.720 -1.507
H -3.139 -1.062 -0.380



14
Properties=species:S:1:pos:R:3 method="wB97M-V/def2-TZVPD" orbital_gap_ev=9.02 e_above_lowest_kj_mol=585.4 smiles="C=C(C#N)O/C=C/C=O" homo_energy_ev=-9.9 multiplicity=1
C -1.974 1.243 -0.071
C -1.663 -0.175 -0.253
C -2.963 -0.838 -0.129
N -3.824 -1.479 0.385
O -0.504 -0.922 -0.245
C 0.633 -0.129 0.138
C 1.780 -0.561 -0.320
C 3.176 -0.105 0.189
O 4.286 -0.850 0.062
H -1.129 2.135 -0.192
H -2.971 1.612 -0.021
H 0.317 0.805 0.613
H 1.804 -1.742 -0.702
H 3.031 1.005 0.546